{"formula": "C17H27N3O3S", "method": "ωB97M-V/def2-TZVPD", "symbols": ["C", "O", "C", "C", "C", "C", "C", "N", "C", "S", "N", "C", "C", "C", "N", "C", "C", "O", "C", "C", "C", "C", "O", "C", "H", "H", "H", "H", "H", "H", "H", "H", "H", "H", "H", "H", "H", "H", "H", "H", "H", "H", "H", "H", "H", "H", "H", "H", "H", "H", "H"], "coordinates": [[-7.03445, -0.20930, 1.02810], [-5.98204, -0.91618, 0.42204], [-4.80766, -0.26463, 0.19995], [-4.54919, 1.05347, 0.53219], [-3.31535, 1.64703, 0.28546], [-3.06624, 3.07758, 0.65990], [-2.31856, 0.88546, -0.31869], [-1.07576, 1.47569, -0.59324], [0.16724, 0.93988, -0.49406], [1.45104, 1.82645, -1.05099], [0.29266, -0.28589, 0.05689], [1.58096, -0.86606, 0.35198], [2.17780, -0.34292, 1.66055], [3.58763, -0.89101, 1.87742], [4.43933, -0.69802, 0.71911], [4.76845, 0.69801, 0.47308], [5.58978, 0.80080, -0.81032], [6.76983, 0.03205, -0.74041], [6.45626, -1.31421, -0.48510], [5.66733, -1.46690, 0.81556], [-2.57291, -0.43824, -0.68760], [-3.79806, -1.02432, -0.43182], [-4.13126, -2.30442, -0.74919], [-3.18391, -3.09523, -1.42219], [-6.76509, 0.13437, 2.03264], [-7.34692, 0.64809, 0.42256], [-7.85872, -0.91690, 1.10030], [-5.31471, 1.65067, 1.00146], [-3.88450, 3.46363, 1.26123], [-2.97923, 3.69982, -0.23200], [-2.14172, 3.17341, 1.22780], [-1.08431, 2.43558, -0.90954], [-0.49344, -0.61854, 0.59901], [2.25993, -0.61402, -0.46422], [1.46428, -1.95123, 0.39458], [1.55148, -0.63780, 2.50618], [2.19699, 0.74664, 1.62203], [3.52128, -1.96973, 2.05030], [4.01838, -0.42965, 2.78527], [3.85304, 1.27248, 0.33782], [5.34400, 1.12612, 1.31361], [5.90244, 1.83139, -0.98288], [4.97270, 0.46183, -1.65508], [7.40681, -1.84778, -0.42450], [5.85777, -1.72251, -1.31401], [5.41810, -2.52013, 0.96662], [6.29470, -1.12723, 1.66003], [-1.80408, -0.98308, -1.21048], [-2.90787, -2.66091, -2.38861], [-3.66854, -4.05625, -1.58560], [-2.28033, -3.24489, -0.82110]], "forces_ev_per_a": [[-0.164, 0.126, 0.108], [0.386, -0.096, -0.172], [-0.020, -0.156, -0.066], [-0.176, -0.264, -0.078], [0.380, -0.135, -0.062], [0.022, -0.096, -0.022], [-0.574, -0.161, 0.308], [-0.119, 0.219, -0.053], [0.016, -0.082, 0.059], [0.512, 0.407, -0.298], [-0.544, 0.226, 0.097], [0.404, 0.089, 0.179], [0.146, -0.143, -0.185], [-0.181, 0.052, 0.041], [0.119, -0.047, 0.085], [0.134, 0.042, -0.293], [-0.280, 0.225, 0.169], [0.166, 0.079, 0.018], [-0.037, -0.323, 0.258], [0.153, 0.018, -0.312], [-0.138, -0.120, -0.092], [-0.170, -0.027, 0.102], [-0.193, 0.356, 0.190], [0.166, -0.124, -0.117], [-0.004, 0.000, -0.046], [0.025, -0.022, 0.028], [0.027, 0.088, 0.018], [-0.112, 0.028, 0.061], [-0.039, 0.069, 0.024], [0.021, 0.147, -0.012], [0.052, 0.076, 0.030], [0.181, -0.185, 0.004], [0.000, -0.018, -0.117], [-0.143, -0.174, 0.067], [0.023, -0.006, -0.051], [-0.012, 0.043, 0.032], [-0.071, 0.032, 0.016], [0.050, 0.017, 0.066], [0.020, -0.096, -0.036], [-0.014, 0.036, 0.022], [-0.021, -0.013, -0.003], [-0.073, -0.034, -0.012], [0.015, 0.055, 0.040], [-0.088, -0.028, -0.016], [0.062, -0.009, 0.061], [0.039, 0.004, 0.021], [-0.030, -0.045, -0.019], [0.024, -0.099, -0.053], [0.002, -0.005, 0.043], [0.081, 0.047, -0.011], [-0.024, 0.025, -0.023]], "smiles": "COc1cc(C)c(NC(=S)NCCCN2CCOCC2)cc1OC", "lumo_ev": 0.560, "total_charge": 0, "orbital_gap_ev": 8.355, "e_homo_ev": -7.8, "e_tot_ev": -39514.6390}


{"formula": "C17H27N3O4S", "method": "ωB97M-V/def2-TZVPD", "symbols": ["C", "C", "N", "O", "C", "C", "C", "S", "O", "O", "N", "C", "C", "C", "C", "O", "N", "C", "C", "C", "C", "C", "C", "C", "C", "H", "H", "H", "H", "H", "H", "H", "H", "H", "H", "H", "H", "H", "H", "H", "H", "H", "H", "H", "H", "H", "H", "H", "H", "H", "H", "H"], "coordinates": [[-0.92671, -2.32701, -1.95800], [-0.92899, -2.12073, -0.48876], [0.02705, -2.56810, 0.28140], [-0.30348, -2.27038, 1.56784], [-1.47468, -1.62910, 1.59445], [-2.04467, -1.23331, 2.89724], [-1.92517, -1.48400, 0.30546], [-3.43905, -0.72695, -0.23399], [-3.78917, -1.30838, -1.49846], [-4.36829, -0.81441, 0.85175], [-3.14619, 0.87817, -0.49996], [-2.38189, 1.22977, -1.66606], [-0.88160, 1.33405, -1.37543], [-0.59006, 2.24455, -0.15917], [0.21438, 1.47768, 0.89732], [-0.28574, 1.15559, 1.96431], [1.49482, 1.17374, 0.60672], [2.23989, 1.50393, -0.58556], [2.75985, 0.22940, -1.25349], [3.65335, -0.55195, -0.28960], [4.13948, -1.85020, -0.92452], [2.85863, -0.83513, 0.98498], [2.29896, 0.45405, 1.58009], [-1.88994, 2.78058, 0.45539], [-2.92792, 1.68696, 0.68785], [-1.94849, -2.27156, -2.32452], [-0.32914, -1.56765, -2.46184], [-0.49483, -3.29828, -2.18549], [-1.85161, -2.01063, 3.63306], [-1.56261, -0.31479, 3.23301], [-3.11301, -1.06877, 2.78307], [-2.75866, 2.17984, -2.05850], [-2.57754, 0.45307, -2.40655], [-0.49577, 0.33544, -1.17009], [-0.38415, 1.70686, -2.27289], [0.00257, 3.11226, -0.46662], [1.63000, 2.07069, -1.28434], [3.09538, 2.12808, -0.29273], [3.31363, 0.49678, -2.15510], [1.91581, -0.39916, -1.54357], [4.52212, 0.06907, -0.03932], [3.29373, -2.49171, -1.16060], [4.79354, -2.38509, -0.24063], [4.69021, -1.64793, -1.84052], [3.49504, -1.31773, 1.72753], [2.04158, -1.51740, 0.74863], [1.66426, 0.23818, 2.44018], [3.12111, 1.10675, 1.89969], [-1.66378, 3.24125, 1.41758], [-2.30306, 3.54743, -0.20160], [-3.88367, 2.13547, 0.98005], [-2.59551, 1.04073, 1.50034]], "forces_ev_per_a": [[0.123, -0.124, -0.112], [0.077, 0.025, 0.417], [0.249, -0.433, -1.210], [-0.565, 0.421, 0.649], [-0.398, 0.210, -0.407], [0.174, -0.022, 0.134], [-0.372, 0.160, 0.333], [-0.047, -0.025, -0.001], [0.283, 0.102, 0.026], [0.193, 0.229, 0.119], [-0.323, -1.056, 0.128], [0.420, -0.033, -0.593], [-0.164, 0.069, -0.139], [-0.031, 0.096, 0.254], [-0.057, 0.401, -0.275], [-0.260, 0.016, 0.287], [0.326, -0.125, 0.123], [-0.030, -0.040, -0.444], [0.255, 0.255, 0.230], [-0.217, -0.309, -0.112], [0.029, 0.304, 0.114], [0.180, 0.337, -0.038], [-0.075, -0.390, 0.361], [0.135, -0.273, 0.009], [-0.278, 0.329, 0.708], [0.089, -0.069, -0.097], [0.022, 0.076, -0.045], [0.018, -0.031, -0.065], [-0.054, -0.062, 0.053], [-0.010, 0.007, 0.001], [0.028, -0.031, 0.075], [-0.017, -0.123, -0.024], [0.069, 0.233, -0.153], [0.069, 0.003, -0.118], [0.059, -0.067, -0.003], [-0.012, -0.122, -0.022], [-0.002, 0.052, 0.066], [-0.071, 0.027, -0.078], [0.008, -0.012, -0.077], [-0.107, -0.049, -0.065], [-0.008, 0.049, 0.003], [-0.110, -0.113, -0.041], [0.083, -0.126, 0.047], [0.077, -0.043, -0.126], [0.034, -0.068, 0.053], [0.022, -0.002, 0.030], [0.150, 0.094, -0.086], [-0.029, -0.002, 0.018], [-0.095, 0.037, -0.050], [0.016, 0.045, 0.016], [0.138, -0.031, 0.071], [0.009, 0.204, 0.052]], "smiles": "Cc1noc(C)c1S(=O)(=O)N1CCC(C(=O)N2CCC(C)CC2)CC1", "lumo_ev": 0.563, "total_charge": 0, "orbital_gap_ev": 9.684, "e_homo_ev": -9.1, "e_tot_ev": -41562.4036}


{"formula": "C17H27N7O", "method": "ωB97M-V/def2-TZVPD", "symbols": ["C", "C", "C", "O", "H", "H", "H", "H", "H", "H", "C", "C", "N", "H", "H", "H", "C", "C", "N", "H", "H", "H", "C", "C", "N", "H", "H", "H", "C", "C", "N", "H", "H", "H", "C", "C", "N", "H", "H", "H", "C", "C", "N", "H", "H", "H", "C", "C", "N", "H", "H", "H"], "coordinates": [[17.86957, 21.98177, 18.32837], [18.74857, 22.64397, 19.32073], [19.99539, 21.91534, 19.67398], [18.53312, 23.68531, 19.92701], [18.40429, 21.83024, 17.39071], [16.94398, 22.54141, 18.19353], [17.70390, 20.96752, 18.69161], [20.31021, 22.11725, 20.69781], [20.85367, 22.23575, 19.08339], [19.86306, 20.85696, 19.44944], [14.38045, 20.90611, 14.77184], [15.39158, 21.92104, 14.87256], [16.17569, 22.74703, 14.88098], [13.42248, 21.36941, 14.53575], [14.30047, 20.44433, 15.75595], [14.63750, 20.09223, 14.09387], [16.88243, 14.17604, 20.40098], [17.43869, 15.54955, 20.34045], [17.85789, 16.60945, 20.37910], [17.70674, 13.57530, 20.01663], [15.99082, 14.09887, 19.77875], [16.66700, 13.92185, 21.43880], [16.74282, 18.47857, 16.30346], [16.59502, 17.14473, 16.87043], [16.55705, 16.05603, 17.28708], [15.94571, 18.62196, 15.57397], [17.69678, 18.52104, 15.77786], [16.80312, 19.28046, 17.03929], [15.79083, 19.20184, 20.63273], [15.03089, 19.38077, 19.44306], [14.41280, 19.46670, 18.48704], [15.57126, 20.12149, 21.17506], [16.83860, 19.01222, 20.39967], [15.39162, 18.37577, 21.22124], [16.48742, 22.95226, 22.73561], [15.58782, 22.87639, 21.50454], [14.92192, 22.81790, 20.55674], [17.46093, 22.51883, 22.50645], [15.93626, 22.42910, 23.51704], [16.61038, 23.98659, 23.05678], [20.37289, 18.70123, 21.52804], [19.27979, 19.62814, 21.77908], [18.36271, 20.33644, 21.94568], [20.82510, 18.94926, 20.56778], [20.05958, 17.66054, 21.44503], [21.11645, 18.77058, 22.32203], [11.51046, 18.02753, 16.95211], [10.74732, 19.15947, 17.51834], [10.08073, 19.99207, 17.92171], [11.85092, 18.23812, 15.93829], [10.97745, 17.07754, 16.99101], [12.37420, 17.88815, 17.60220]], "forces_ev_per_a": [[-0.402, 0.156, -0.185], [0.579, 1.360, 1.552], [1.052, -0.637, -0.244], [-0.579, -0.693, -0.966], [0.013, 0.290, -0.180], [0.048, -0.228, -0.115], [-0.382, -0.042, 0.167], [-0.384, -0.218, 0.027], [-0.132, 0.231, -0.421], [0.209, -0.109, 0.311], [-0.508, -0.631, 0.767], [-0.182, -0.298, -0.573], [0.860, 0.749, 0.194], [0.045, -0.186, -0.156], [-0.263, -0.005, 0.181], [0.011, 0.364, -0.305], [0.784, 0.937, -0.244], [-1.025, -1.117, 0.402], [0.497, 0.813, -0.051], [-0.381, -0.498, 0.001], [0.193, -0.028, 0.000], [0.019, -0.018, -0.124], [0.403, -0.031, -0.371], [0.196, -2.021, 1.061], [-0.102, 2.083, -0.777], [0.028, 0.294, 0.204], [-0.003, -0.166, -0.189], [-0.525, -0.228, 0.102], [-0.179, 0.232, 0.735], [-0.255, -0.670, -0.586], [-0.436, 0.184, -0.893], [0.770, 0.024, 0.384], [-0.152, 0.270, 0.277], [0.063, -0.087, -0.132], [-1.295, 0.117, -1.233], [0.526, 0.284, 0.062], [0.773, -0.065, 1.203], [-0.295, -0.115, 0.102], [0.396, -0.185, 0.087], [-0.082, 0.006, -0.255], [0.401, -0.100, -0.120], [-2.415, 1.119, 0.433], [2.329, -1.593, -0.272], [0.151, 0.134, 0.083], [-0.431, 0.184, 0.140], [0.025, 0.114, -0.092], [0.346, 0.276, 0.739], [0.310, -1.419, -0.897], [-0.380, 0.739, 0.386], [-0.110, 0.024, 0.110], [-0.376, 0.300, -0.134], [0.246, 0.105, -0.195]], "smiles": "CC(C)=O.CC#N.CC#N.CC#N.CC#N.CC#N.CC#N.CC#N", "lumo_ev": 0.342, "total_charge": 0, "orbital_gap_ev": 9.798, "e_homo_ev": -9.5, "e_tot_ev": -30542.6100}